(1)
The following is a quantum chemistry calculation of a 14-piece molecular cluster, C43H121N7O14 overall at a distorted geometry, from the Open Molecules 2025 dataset.

Structure (XYZ):
```
185
Properties=species:S:1:pos:R:3:forces:R:3
H -1.534209 -1.137905 -4.070249 -0.8925 0.0902 0.2329
H 4.992200 4.762231 0.213897 -0.1920 -0.7521 0.1314
H 4.838547 2.940448 0.189206 -0.3710 -0.2179 -0.2292
C -4.943728 -3.927311 1.614459 0.2010 -0.7275 -0.5785
C 2.783578 0.019441 -2.065586 0.4891 -0.4716 1.7854
H 2.297940 0.596540 2.170084 -0.3131 -0.5945 0.4625
H -3.843433 -3.338657 3.307970 0.1063 -0.4922 0.1250
H 0.156802 3.820624 2.076587 0.3716 -0.4503 -0.6551
H 0.593088 0.637083 -3.548209 -0.1214 0.2452 -0.3370
H -3.682823 2.372501 -0.531424 -0.3254 -0.6895 0.9567
H 1.557395 3.985591 -3.160924 0.0851 -0.3987 -0.4153
H -0.693680 3.740411 -0.427466 0.0369 -0.0810 0.2389
H 3.568222 4.147268 1.905778 0.0382 -0.3503 0.9119
H 3.101973 -5.185792 0.639341 -0.0046 0.4238 -1.1121
H -7.076203 -4.120607 2.312479 -0.5157 -1.3017 0.7541
H 4.550570 -5.176472 -5.860575 0.1230 -0.2211 0.1754
N 4.957626 -4.899565 -8.339588 -1.2558 0.1820 1.0322
H 0.933230 0.165367 -1.209656 0.6583 -0.1962 -0.2263
C -0.069643 4.745822 -2.172628 0.4257 1.1341 -1.6543
H 6.267580 3.742144 0.810790 0.1797 -0.2238 -0.1099
H -1.413388 -2.581834 0.145194 -0.7548 -0.4898 -0.1638
O 1.545545 0.684582 -1.772254 -0.5441 0.2014 -0.6370
H 4.003015 -4.879500 -3.854449 0.0645 -0.6276 0.7545
H 2.598370 -0.973701 -2.564542 0.2119 0.9528 0.2397
H -2.134479 3.948006 1.682723 -0.2523 -0.2660 -0.1825
O 4.881557 -6.160920 2.149551 -0.6117 0.5690 0.8415
H 0.189310 6.924117 -1.982077 -0.3114 -0.2424 -0.3384
H -0.703288 7.921756 -4.727272 -0.0687 -0.5353 0.4572
H -1.695813 -1.117627 3.124042 -0.2004 -0.2728 -0.1891
H -0.134962 5.410896 -0.092788 -0.0869 -0.3091 -0.4498
H -0.097188 -2.210657 1.213585 0.2964 -0.3951 0.9621
H 2.935333 -4.947350 -6.556147 0.5064 0.5902 0.3594
H 1.258711 3.347051 -1.649379 0.3383 -0.4624 -0.2760
H -4.976149 -4.821654 0.985503 -0.0375 0.1147 -0.2994
C -4.097849 -4.315077 2.851275 0.6058 2.1804 -1.5843
C 1.329226 -0.680053 -5.848148 1.3124 1.4988 0.0142
N 5.183013 4.930568 2.942127 -0.2775 0.7917 -0.1331
H 0.108883 -2.604230 5.168993 0.2594 0.0568 -0.1014
O 3.647851 -3.416478 -5.211510 0.1067 -1.0221 -0.2469
H 1.602750 7.084597 1.665479 0.7373 -0.4141 0.2022
O 0.028508 -1.371352 -0.561506 1.1044 0.1869 -2.0042
C 4.609765 3.869587 2.146501 -0.5768 -0.0575 -0.4742
C -1.216983 4.323021 3.533274 -1.2635 0.9552 1.4543
H -0.433606 -7.416461 0.362226 -0.6547 0.0785 -0.5538
H -0.981099 -3.196633 6.474911 -0.0261 0.5574 -0.8959
N -2.276777 -1.206764 2.290183 1.1000 3.0165 0.0320
H 4.128126 -5.391578 -8.678977 0.1782 0.1078 0.1927
C -6.371908 2.879918 0.054493 -0.6524 -0.6382 -0.6102
H -1.471332 1.215634 4.763755 -0.3852 -0.4028 -0.2321
H -1.412037 3.308538 3.850804 0.8148 -0.6685 0.1271
H 5.573784 -6.237314 2.830197 -0.4465 0.1845 -0.3777
O 0.285677 5.859415 2.391578 -1.8971 -0.8165 0.9323
C 3.499100 -0.207674 -0.679299 1.0561 0.5304 -2.3870
O -6.163896 -0.414620 0.577944 0.1062 -0.3799 -0.7169
O -3.536682 2.950154 -2.417270 0.1288 -0.1760 -0.2620
C 4.534549 -3.797238 -7.432088 -1.0133 0.5607 -0.9741
H -6.184850 -2.636187 2.606890 -0.3907 0.2793 0.7589
H 1.234379 -1.520568 -6.541370 0.0427 0.2002 0.3242
H -4.708425 -4.818063 3.542911 -0.4102 -1.2083 0.9055
H -3.320735 4.263185 2.958481 0.1400 0.1042 0.0383
H 4.174365 -1.760234 -8.182940 -0.0207 0.2816 -0.0509
H 4.751719 5.095321 3.840560 0.0668 -0.1905 -0.1260
H -1.078829 1.864026 7.651238 -0.2509 0.0828 0.2266
C 0.054380 -0.253550 -5.222306 -2.0169 -1.0119 0.2723
H -1.492243 2.364694 -1.957517 -0.9565 0.1582 -0.3597
H 1.949353 -4.593259 1.873522 -0.4327 -0.1172 -0.1841
C -5.711643 2.742856 -1.318511 0.5482 0.7829 -0.2573
C 3.883226 -4.412089 -6.251626 -1.1429 -0.6203 1.5074
H 5.781272 2.271839 2.942603 0.7977 -0.1002 -0.1621
H 2.286923 5.827696 2.863451 -0.1653 0.2370 -1.0209
H 3.789999 1.848042 -2.304369 -0.1222 0.1233 -0.4430
H -0.025250 -3.286788 -1.243751 -0.0701 -0.2636 -0.7641
H 5.403353 -3.333762 -7.036785 1.0981 0.4337 0.1000
H -2.361134 5.600463 2.182689 -0.1307 -0.5770 0.4350
H -5.101850 1.174935 -2.534612 -0.4635 0.3102 0.1106
H -2.250246 5.333936 5.050360 1.4829 -0.3952 -0.4000
H -1.463756 -3.287233 4.730911 -0.0565 -0.8474 -0.2643
H -7.447352 2.612422 0.024421 0.5027 0.1943 -0.1042
H 2.907456 1.239166 -3.772637 0.3616 0.3255 -0.1096
H 2.823299 -2.427394 -7.235287 0.1838 0.1107 0.0295
H -3.627015 0.197218 2.689621 0.0586 0.2035 -0.0847
H 0.293747 1.871172 6.655324 -0.3468 0.0709 -0.6886
H 4.474938 -4.157041 2.308504 -0.5257 0.0392 -0.2065
H 3.599388 -3.228228 -3.187837 -0.1121 -0.5346 0.0529
H -2.293626 -5.711308 0.313160 0.3396 0.0125 -0.3166
O 0.181817 0.880217 -4.405064 0.4058 0.4458 0.4495
H 4.398245 2.584743 3.902322 -0.2843 0.4024 0.3981
C 3.930163 -5.085931 2.536276 1.2864 -0.8760 0.4334
H 1.703180 0.234800 -6.358578 0.0341 -0.7481 -0.1755
C 4.745056 2.535999 2.875509 -0.4086 -0.4604 -0.3676
H 4.564391 0.607495 -3.337852 -1.1385 0.0554 0.4352
C -2.344227 4.552289 2.562749 -0.1548 1.1955 -1.0753
H -4.062312 4.049091 -0.772804 -0.2008 -0.0819 -0.0716
H -3.037150 0.901693 7.271633 0.2271 -0.0347 -0.2340
C 0.096145 4.519949 2.892822 0.5497 0.7937 -1.0384
C 0.721803 -2.521412 -1.077385 -0.5387 1.2542 -0.6922
H 6.180816 5.058242 2.981913 0.0423 -0.3929 -0.1527
H 0.190101 -0.460647 5.540696 -0.6748 0.3271 0.1845
H -5.842360 0.137183 1.301850 0.2671 0.2369 -0.3605
N -2.951656 0.908188 6.258278 -0.2924 -0.3063 -0.6257
C -0.696873 0.565475 1.454634 0.0661 0.2926 -0.1422
C -0.932991 -2.706931 5.458020 -0.7742 0.0776 0.7871
H 2.875150 -0.657787 0.040759 -0.9558 -0.2229 0.9381
H 1.736058 5.409606 1.143213 1.0237 -0.7714 -0.8529
H -3.534949 0.139831 5.888581 0.8355 0.5098 0.1954
H 5.395782 -4.556124 -9.158023 0.6090 0.5790 -0.7723
H -3.158429 -4.813490 2.518247 -0.7807 0.0899 0.5442
C 0.522154 -6.770901 -1.400603 1.2264 0.3043 -0.1414
C -0.758315 -1.797771 0.471359 -0.6324 1.1166 1.3687
H 2.286250 2.159187 1.559749 -0.0402 0.7361 -0.3999
H -0.759712 4.269583 -2.851181 -0.4305 -0.6986 -0.2115
H -2.261587 1.819843 -3.498085 0.2638 0.3475 0.1958
H 0.165186 0.381415 2.120005 -0.4701 -0.3226 -0.1551
H 0.943350 -7.740144 -1.729660 0.0410 0.2532 0.7519
H 3.095050 -2.965853 -8.898566 0.1302 0.0690 0.2148
H -0.646790 -0.648186 7.092851 -0.3995 0.0950 -0.3852
C -0.638121 4.754626 -0.827454 -0.2372 -0.2842 1.5421
H -0.559530 -2.353830 -4.914326 0.1823 0.0420 0.3713
H 4.317165 -0.892896 -0.840631 0.4454 -0.4312 -0.0614
C 3.667699 -5.057481 4.074510 0.2880 -1.4273 -1.9607
C 2.715241 -5.315534 1.619830 1.5556 0.7362 1.2687
C -0.828926 -0.437019 6.013542 0.0665 -0.1344 -0.4369
O -4.263317 -2.887266 0.867112 0.0117 -1.1416 0.4928
C -1.399771 -5.609318 -0.323925 -0.5028 0.2631 0.0111
H 0.075443 -1.383663 -3.433116 -0.5294 -0.6801 -0.8749
O -1.619723 -1.460297 5.402985 1.0538 0.0629 0.6559
H -4.823214 -2.111667 0.916527 -0.3234 0.6843 -0.2477
H -0.674799 0.041516 -6.002942 0.2972 -0.1676 0.2417
H 2.287150 -4.242607 -3.927632 0.0010 -0.4109 0.5381
H 3.220436 -6.000029 4.389098 -0.6179 0.2212 0.0253
H -1.645844 5.088414 -0.957201 -0.8387 0.3281 0.3121
H -6.732649 1.193706 -2.165377 0.1966 -0.1694 -0.2046
H -1.261977 -8.516897 -1.675344 -0.1128 0.5551 0.3151
H 1.315496 -2.893344 -0.279885 1.2206 -0.4179 0.6006
C -4.218552 3.037739 -1.179230 0.4387 1.0576 -0.1502
N 1.252103 4.171245 -2.228172 0.1463 0.5195 1.0940
H 3.119268 -4.172692 4.287622 -0.7402 0.5298 0.5150
H 2.424688 2.016905 3.327776 -0.1303 -0.4419 -0.3245
N -5.797833 1.367705 -1.811219 -0.4656 -0.0787 -0.0157
N -1.249883 5.141756 4.769402 -1.8344 -0.1703 0.3215
H -0.710804 -4.906888 0.129747 0.1207 0.0916 0.2481
H -0.295061 1.020865 0.542926 0.0471 -0.2072 0.0029
H -2.682362 1.033807 -2.012213 -0.2371 0.7178 0.0738
C -1.548238 0.904384 5.806274 0.5276 -0.2050 1.0343
C 3.591877 -2.646704 -7.968994 0.5259 -1.2845 -0.5648
H -1.304055 1.355022 1.895518 -0.2005 -0.0693 0.2323
C -2.453884 2.043227 -2.442239 0.5209 -1.1284 -0.3314
H -6.145702 3.557362 -2.010666 0.5194 -1.3196 0.6382
C 2.715949 1.569010 2.354938 -0.5522 -0.0359 0.1491
C -0.803358 1.975502 6.603311 0.3261 -1.3236 0.9959
H 1.284744 -6.138067 -0.864260 -0.5722 -0.7316 -0.6704
C -1.373283 7.719766 -3.851107 0.1676 0.9414 -2.2431
C -0.054142 6.159696 -2.750755 0.3879 0.0208 -0.7647
C -0.729458 -6.911450 -0.595369 0.2169 -1.5522 0.3269
C 3.577298 0.985904 -2.948076 0.2388 -0.5450 0.1611
C -0.547211 -1.403492 -4.370937 1.2596 0.8826 0.1038
H -6.280765 3.894160 0.395202 0.0183 0.5209 0.2817
H 1.301700 -2.217197 -1.983595 -0.6103 -0.5946 0.9616
H 0.776909 6.171187 -3.501074 -0.6742 0.3154 0.2129
H -4.440088 1.326465 3.408708 -0.1363 0.1039 0.7209
H -2.347175 7.981184 -4.239520 -0.5712 -0.3648 0.0836
H -1.123159 8.502437 -3.171704 0.2922 0.3278 1.2619
H -6.827690 -2.949924 1.098703 0.0791 -0.1488 -0.6594
H 0.933020 4.403739 3.538630 0.5958 -0.8044 1.0297
H -5.906462 2.201911 0.759752 0.2147 0.0411 0.1827
C 3.354372 -4.026982 -3.900790 0.1377 1.7436 -2.3755
O -1.666860 -7.679687 -1.385332 0.1657 -0.3646 0.4901
H -5.942765 0.009082 -0.298695 -0.0413 0.0785 1.1679
O -1.334774 6.419930 -3.391090 1.3322 -0.2540 1.1607
H -2.633841 -2.111026 2.179397 -0.4910 -1.4173 -0.5142
O -4.073185 1.067911 2.572645 0.1036 -0.3727 -0.7441
H -2.290165 -0.318111 0.324557 0.0906 -0.0967 0.5496
C 1.602688 6.030147 1.993749 -0.2574 1.4825 0.8010
H -0.864914 6.043776 4.561746 0.2197 0.5384 -0.1687
H -1.685325 -5.222257 -1.300824 -0.2691 0.2827 0.0290
O 4.092434 1.427135 2.266908 0.8042 0.4913 0.0263
H 0.249919 -6.340530 -2.347972 -0.0270 0.7768 -0.4412
H 4.596360 -5.043237 4.599154 0.8838 0.3933 0.3281
H -1.111554 2.927872 6.283072 -0.0569 1.3919 -0.3670
H 3.992012 0.718580 -0.343348 -0.6540 -0.2276 0.1517
C -6.358221 -3.459678 1.927775 1.3273 1.6631 -0.2711
C 5.178529 3.800013 0.737824 1.2710 1.3541 0.3855
H 2.061668 -0.837295 -5.032512 -0.1556 -0.5378 -0.4964
H 2.441881 -6.345333 1.671878 -0.6673 -0.6428 0.4117
C -1.562277 -0.640458 1.097059 -0.2223 -1.1893 0.1509
```
Forces are in eV/Å.

Its total energy is -3147.3572 a.u. The calculation puts the energy relative to the best compared isomer or geometry (same formula, charge and spin) at 0.0 kcal per mole. The spin multiplicity is 1. The HOMO energy is -8.75 eV. The gap between HOMO and LUMO is 9.02 eV.



(2)
The following is a quantum chemistry calculation of C43H25N11Ti as an isolated structure at a distorted geometry, from the Open Molecules 2025 dataset.

Structure (XYZ):
```
80
Properties=species:S:1:pos:R:3:forces:R:3
C -4.094835 2.330839 -1.111117 0.0578 -0.0840 -0.0686
C -1.972647 -4.233376 0.192638 -0.0463 0.0715 0.1455
C -5.261010 1.747573 -1.373501 0.1283 0.0477 0.0619
H -6.496712 -0.026405 -1.028808 -0.0126 0.0127 0.0064
H 1.141799 -5.514054 0.082515 -0.0002 0.0364 -0.0044
C -1.581048 2.143412 -0.728978 -0.0165 -0.2108 -0.9106
H -3.915301 3.351534 -1.408392 0.0423 0.0888 -0.0568
C -1.128051 6.132978 0.593088 0.0078 0.0529 -0.0886
H 5.054728 -2.181193 -2.512072 0.0033 -0.0097 -0.0101
N 0.341001 0.121550 -1.783110 -1.0183 1.0799 0.9473
H -2.105266 4.599879 -2.297827 -0.0138 0.0137 -0.0362
C -0.474264 0.587971 -6.313487 -0.0575 0.0397 0.0350
C 1.398141 -0.759778 2.893942 -0.2430 0.0679 0.2249
H -1.285967 -6.241440 0.154061 -0.0108 0.0094 0.0084
N 2.388155 -1.457102 2.480120 0.6959 -0.0842 -0.9985
C 1.210284 -0.420300 -2.609222 2.0406 -1.0861 -0.3949
H 1.311049 -1.198528 7.604657 0.0244 -0.0148 -0.0039
C -3.014547 1.660511 -0.304646 0.1930 -0.1993 0.0687
C -0.336658 0.606733 -3.955113 -0.0418 0.1742 0.1248
C -1.612763 -2.844283 0.196167 -0.7973 0.3224 -0.2194
C 2.742748 -1.190308 -1.003841 0.5391 -0.2289 -1.6784
H -4.736521 -1.367534 -0.047037 0.0265 0.0473 -0.0061
H -0.114065 0.784639 7.687764 -0.0217 0.0208 0.0156
C 4.019104 -1.819614 -0.660572 -0.1148 0.1175 -0.4865
C 1.025047 -0.715588 6.679674 0.1387 -0.1792 -0.0955
C 0.212838 0.410284 6.727357 -0.1264 0.1595 -0.0345
C 5.106768 -2.524491 1.394550 0.0824 -0.0572 -0.0439
C -3.177210 0.144569 -0.210854 -0.2790 0.6145 -0.1818
C 1.062022 -0.580934 4.320343 0.1369 -0.0426 -0.4878
H -0.431400 5.121764 2.374021 -0.0221 -0.0028 0.0024
C -0.991583 1.020026 -5.096585 0.0383 -0.0115 -0.0967
C -1.016160 -5.192688 0.165323 -0.1837 0.0758 -0.0081
C 0.335157 -4.796602 0.124767 0.1969 0.2149 0.0005
C -0.625580 2.427744 1.258850 0.7767 1.4608 3.7249
N -0.303557 -2.461788 0.172672 -0.2452 0.0428 0.0808
H 2.135001 -2.080433 5.413674 0.0131 -0.0288 0.0156
H -3.029005 -4.461569 0.199561 0.0175 0.0007 0.0108
Ti 0.023832 -0.294055 0.193073 -0.0148 -1.7414 0.0578
H -1.867500 1.651222 -5.037545 -0.0173 0.0040 -0.0048
H -1.005862 7.126901 1.002126 0.0031 0.0135 -0.0038
C -0.809947 5.025983 1.365027 0.0013 -0.0805 0.0331
N -2.203993 -0.672524 0.038827 0.2282 -0.0692 -0.0773
C -5.507018 0.395809 -0.905143 -0.1214 -0.1002 0.0009
H 1.044076 -0.522399 -7.336120 0.0042 -0.0103 -0.0006
N 2.346333 -1.036026 -2.288983 -0.4659 0.2551 -0.1623
C 0.667156 -0.211234 -6.370645 0.0206 -0.0134 -0.0078
C 4.036800 -1.939420 0.723205 -0.2970 0.0619 0.2166
C 0.070557 0.982330 2.945501 -0.0327 0.8276 1.4074
H -3.154125 2.027982 0.727031 0.0656 0.0390 -0.0057
H -0.793083 1.952423 5.586690 0.0005 0.0109 0.0158
C -1.457841 3.627872 -0.497528 -0.1726 0.0168 -0.0729
C -0.566479 0.900608 -2.520557 -0.6193 0.5866 0.0636
C 6.159195 -2.981862 0.623542 -0.0555 0.0141 0.0722
C 0.253670 0.535661 4.367370 -0.3273 0.4633 -0.4566
N -0.387592 2.137293 2.604948 -1.0562 1.6736 -1.3495
H 7.010954 -3.449419 1.100590 0.0012 0.0106 0.0021
C 0.615138 -3.461398 0.124294 0.3137 -0.2965 -0.0115
N 2.066757 -0.907663 0.099474 -0.5234 0.2694 1.1670
N -2.623945 -1.972539 0.160162 0.8237 -0.6839 0.1048
H -0.962407 0.877886 -7.235052 0.0036 0.0009 0.0009
H 1.646850 -3.159271 0.066451 0.0203 -0.0154 0.0293
H -1.789169 6.864377 -1.309852 -0.0126 0.0070 0.0041
H -6.038335 2.274971 -1.910723 0.0178 0.0187 0.0040
H 6.986368 -3.230288 -1.342127 0.0080 0.0007 -0.0083
C -1.580017 5.982601 -0.718211 0.0153 -0.0062 0.0247
C -0.176449 1.064110 5.562102 -0.1275 0.1346 0.1800
N 0.631537 0.119283 2.128887 0.8836 -1.4617 -0.7663
H 5.102888 -2.616105 2.472089 0.0013 -0.0053 -0.0006
C -0.968231 3.780464 0.781640 0.0138 0.2975 0.6617
C 1.325270 -0.609071 -5.213486 0.0042 -0.0020 -0.0306
C 5.076280 -2.277151 -1.435150 0.0280 -0.0202 -0.0241
N -1.388790 1.789096 -2.113480 0.4368 -0.4938 0.0541
C 2.789167 -1.382034 1.173517 -0.2193 -0.1800 0.8389
C 0.791834 -0.188056 -4.010679 0.2396 -0.1993 0.0560
C -4.546045 -0.351157 -0.349530 -0.0656 0.0355 -0.0050
N -0.677286 1.601383 0.309907 -0.9234 -1.8220 -1.7314
C -1.759694 4.722888 -1.280919 -0.0374 0.0284 0.0333
C 6.143905 -2.858322 -0.773953 0.0235 -0.0001 -0.0780
C 1.480900 -1.221667 5.465561 0.0188 -0.0978 0.2026
H 2.214628 -1.223458 -5.242932 0.0039 -0.0023 0.0036
```
Forces are in eV/Å.

Its total energy is -3105.5745 a.u. The calculation puts the energy relative to the best compared isomer or geometry (same formula, charge and spin) at 36.4 kcal per mole. As for the expectation value of S²: 2.04. The spin multiplicity is 3. The HOMO energy (spin up / spin down) is -6.57 / -6.71 eV. The gap between HOMO and LUMO (spin up / spin down) is 5.76 / 5.10 eV.